{
  "formula": "C24H95NO25PS",
  "method": "ωB97M-V/def2-TZVPD",
  "multiplicity": 1,
  "lumo_ev": 1.6,
  "e_tot_ev": -99219.592,
  "total_charge": -1,
  "homo_energy_ev": -4.59,
  "largest_force_ev_per_a": 0.605,
  "elements": ["C", "S", "O", "O", "P", "N", "C", "O", "H", "H", "H", "H", "H", "H", "H", "C", "O", "H", "H", "H", "H", "C", "O", "H", "H", "H", "H", "C", "O", "H", "H", "H", "H", "C", "O", "H", "H", "H", "H", "C", "O", "H", "H", "H", "H", "C", "O", "H", "H", "H", "H", "C", "O", "H", "H", "H", "H", "C", "O", "H", "H", "H", "H", "C", "O", "H", "H", "H", "H", "C", "O", "H", "H", "H", "H", "C", "O", "H", "H", "H", "H", "C", "O", "H", "H", "H", "H", "C", "O", "H", "H", "H", "H", "C", "O", "H", "H", "H", "H", "C", "O", "H", "H", "H", "H", "C", "O", "H", "H", "H", "H", "C", "O", "H", "H", "H", "H", "C", "O", "H", "H", "H", "H", "C", "O", "H", "H", "H", "H", "C", "O", "H", "H", "H", "H", "C", "O", "H", "H", "H", "H", "C", "O", "H", "H", "H", "H"],
  "xyz": [[-7.70923, 4.80810, 3.26337], [-7.06663, 4.47657, 1.62109], [-8.17531, 4.08602, 0.75996], [-6.37346, 5.70010, 1.23480], [-5.53069, 2.84165, 1.88466], [-4.14626, 1.49998, 2.04332], [-3.02964, 1.91431, 2.04050], [-1.89309, 2.27323, 2.04565], [-6.89115, 5.27598, 3.80670], [-8.59257, 5.43523, 3.20323], [-7.91708, 3.84423, 3.72825], [-5.93639, 2.62175, 3.26839], [-6.46963, 1.85437, 1.46562], [-5.16666, 3.08368, 0.49670], [-4.61315, 3.87281, 2.33653], [-0.04592, -1.01353, 3.08728], [0.10400, 0.04613, 2.14625], [0.73254, -1.74706, 2.88601], [0.06165, -0.64375, 4.11088], [-1.01987, -1.48780, 2.98218], [-0.58461, 0.70505, 2.30083], [0.20451, 4.86937, 0.42769], [-0.39737, 4.74525, 1.71056], [0.79921, 5.77967, 0.42388], [0.86172, 4.02132, 0.21086], [-0.55128, 4.94566, -0.35819], [-0.92504, 3.93519, 1.69632], [-2.20887, -3.20240, 5.86408], [-2.57829, -2.12058, 5.01264], [-1.50031, -2.82245, 6.59295], [-3.08299, -3.60137, 6.38853], [-1.72970, -4.00302, 5.29233], [-3.20286, -2.45769, 4.36472], [2.09950, -2.84194, 7.39857], [0.79645, -2.34463, 7.09996], [1.99211, -3.62583, 8.14203], [2.57231, -3.26579, 6.51245], [2.73638, -2.05061, 7.80463], [0.88829, -1.65439, 6.43690], [2.73223, 6.64480, -2.14207], [1.72411, 5.64050, -2.10919], [2.58869, 7.29885, -1.29081], [3.72839, 6.19508, -2.08510], [2.65797, 7.23698, -3.05837], [1.85231, 5.06059, -2.86497], [-9.11433, 0.71752, 3.48078], [-7.78649, 0.51755, 3.01126], [-9.14694, 1.67527, 3.98667], [-9.82594, 0.73292, 2.64889], [-9.40470, -0.06239, 4.19210], [-7.75012, -0.32805, 2.55803], [3.14265, 1.90414, 1.00437], [1.94473, 1.43217, 0.40314], [3.80917, 2.24109, 0.21109], [2.93913, 2.74309, 1.67551], [3.63448, 1.10337, 1.56781], [1.36861, 1.13868, 1.12413], [2.14810, -4.82368, 1.99890], [0.85103, -4.32664, 1.69620], [2.04963, -5.62271, 2.73258], [2.61543, -5.21997, 1.09961], [2.77276, -4.02820, 2.42115], [0.96128, -3.62955, 1.04145], [2.95708, 1.06287, -3.29553], [3.77823, 0.36610, -2.36115], [3.41243, 0.97549, -4.27896], [1.95440, 0.63041, -3.32728], [2.88153, 2.12050, -3.03207], [3.35795, 0.45403, -1.49789], [4.00272, 3.27225, -6.42297], [3.08878, 2.19542, -6.63577], [3.77514, 3.71909, -5.46029], [5.03389, 2.90873, -6.41970], [3.88508, 4.02926, -7.20173], [3.29315, 1.80396, -7.49025], [2.37223, -1.29972, -6.42344], [1.56309, -0.71241, -7.44030], [2.67660, -2.28898, -6.75483], [3.26760, -0.69770, -6.25072], [1.81545, -1.39633, -5.48846], [1.30570, 0.15989, -7.12547], [1.80147, 6.35709, -6.95083], [1.68391, 5.83661, -5.62755], [2.85735, 6.51659, -7.15841], [1.39272, 5.64719, -7.67132], [1.27500, 7.31055, -7.04472], [0.74810, 5.69755, -5.45663], [4.00388, -5.91436, 5.39290], [3.95325, -5.48467, 6.75180], [3.87767, -5.03651, 4.76433], [4.96803, -6.37514, 5.16250], [3.19965, -6.62224, 5.17739], [4.06455, -6.25991, 7.30800], [0.22715, -8.72268, 2.37667], [0.77142, -8.32022, 3.63734], [0.57283, -9.72976, 2.15899], [-0.86043, -8.72626, 2.41571], [0.56598, -8.05088, 1.58217], [0.44905, -7.43085, 3.80896], [3.69299, -2.87672, -0.72040], [2.76651, -3.95076, -0.88932], [3.48929, -2.41945, 0.24524], [4.71951, -3.25040, -0.72295], [3.57924, -2.12943, -1.50824], [2.94007, -4.36179, -1.74028], [1.90624, 10.29545, -2.46473], [2.69554, 9.74720, -1.41285], [2.34460, 9.96373, -3.40230], [0.87517, 9.93900, -2.41198], [1.91213, 11.38828, -2.43907], [2.31338, 10.03018, -0.57734], [-2.38524, -9.62847, -0.20303], [-2.48055, -10.07415, 1.15036], [-1.32850, -9.51787, -0.43421], [-2.82056, -10.35368, -0.89082], [-2.87676, -8.66000, -0.33096], [-3.41241, -10.17459, 1.36085], [-0.28159, 3.32907, -9.08753], [-0.48569, 4.73842, -9.01603], [0.10494, 3.01144, -8.12225], [-1.21712, 2.80062, -9.28475], [0.44682, 3.07068, -9.86084], [-0.82677, 5.03364, -9.86420], [6.81655, -2.83585, -3.07742], [5.93594, -2.28831, -4.05104], [7.14121, -3.81298, -3.42644], [7.69567, -2.20077, -2.93741], [6.30635, -2.95010, -2.11942], [5.63880, -1.42872, -3.73292], [6.16991, 7.67259, -0.60088], [6.35176, 8.56927, -1.69201], [6.91161, 6.88265, -0.68577], [6.30768, 8.18671, 0.35458], [5.17111, 7.23319, -0.62705], [5.68162, 9.25556, -1.61546], [-10.35527, 0.77850, 7.22012], [-10.53885, 1.67099, 6.12980], [-9.37022, 0.33332, 7.10649], [-10.39541, 1.30315, 8.17895], [-11.10512, -0.01838, 7.21609], [-11.40635, 2.07498, 6.21544], [-2.35730, -13.65016, -2.23050], [-3.07182, -12.42116, -2.15775], [-1.66276, -13.66703, -1.39513], [-3.02984, -14.50789, -2.14732], [-1.79081, -13.72710, -3.16213], [-3.69111, -12.39204, -2.89193]],
  "atomic_forces_ev_per_a": [[0.2948, -0.5180, 0.1052], [0.3284, 0.2854, -0.2431], [-0.3815, -0.2856, 0.1130], [0.0985, 0.3111, -0.0228], [-0.0998, -0.2118, 0.0498], [-0.1004, 0.4185, -0.0319], [-0.0772, -0.4147, 0.0484], [0.2866, -0.0933, 0.0293], [-0.1021, 0.1564, 0.0570], [-0.0161, 0.0884, -0.0901], [-0.2357, 0.0704, 0.0117], [0.0909, -0.0610, -0.0170], [-0.0167, -0.0475, -0.0852], [0.0851, 0.1565, 0.0700], [-0.0357, 0.0462, -0.1171], [0.0181, 0.2970, -0.1763], [0.2211, -0.0092, 0.0462], [-0.0017, -0.0210, -0.0060], [-0.0534, -0.0689, 0.0388], [0.0013, -0.0704, 0.1034], [-0.1833, 0.1355, -0.0583], [-0.1282, -0.1133, 0.2616], [0.1480, -0.0575, -0.1957], [0.0088, 0.0324, -0.0087], [-0.0010, 0.0461, -0.0808], [0.0621, 0.0271, -0.0723], [-0.0549, 0.0939, 0.1932], [-0.1868, 0.0976, -0.1865], [0.0621, -0.1342, 0.1287], [0.0257, -0.0004, -0.0106], [0.0479, -0.0620, 0.0267], [0.0255, -0.0440, 0.0832], [-0.0309, 0.1222, -0.0344], [-0.1520, 0.2561, -0.1790], [0.1499, -0.0449, 0.1127], [-0.0299, -0.0351, -0.0020], [0.0645, -0.0653, 0.0468], [0.0499, -0.0578, 0.0333], [-0.0780, -0.0014, -0.0174], [-0.0858, -0.3793, -0.2801], [0.0345, 0.0697, 0.0380], [-0.0789, -0.0050, 0.0671], [0.0442, 0.0855, -0.0221], [0.0828, 0.0589, 0.0373], [0.0088, 0.0493, -0.0502], [0.2349, -0.2383, -0.2658], [-0.2303, -0.0618, 0.2846], [0.0309, 0.0298, 0.0365], [-0.0609, 0.0427, 0.0587], [-0.0821, 0.0616, 0.0389], [0.0584, 0.0493, -0.0875], [-0.3172, -0.0850, 0.0021], [0.4379, 0.0951, -0.0506], [0.0164, 0.0208, -0.0037], [0.0997, 0.0283, 0.0024], [0.1027, 0.0774, 0.0252], [-0.2189, -0.3201, -0.1322], [-0.1632, 0.1323, -0.1029], [0.0396, -0.0627, 0.1936], [-0.0938, 0.0368, 0.0406], [0.1768, -0.0348, 0.0551], [0.1102, -0.1125, 0.0295], [-0.0703, -0.0912, -0.1211], [0.0137, -0.0559, 0.1726], [0.0539, -0.0361, -0.0708], [0.0244, -0.0112, -0.0046], [-0.0322, 0.0664, -0.0558], [-0.0544, 0.0257, -0.0442], [-0.0840, 0.0130, 0.0898], [-0.0679, -0.1871, -0.1999], [-0.0081, -0.0067, 0.0137], [-0.0683, -0.0013, 0.0101], [0.0173, 0.0686, 0.0401], [0.0589, 0.0892, 0.0734], [-0.0181, -0.0509, 0.0106], [-0.0438, 0.2239, -0.0037], [0.0864, -0.0204, 0.0016], [-0.0614, -0.0080, -0.0974], [0.0288, -0.0658, 0.1024], [0.0687, -0.0363, 0.0420], [-0.0166, 0.0005, 0.0134], [-0.1839, -0.2124, 0.1455], [0.1289, 0.0907, -0.0079], [0.0359, -0.0034, 0.0942], [0.0233, 0.1187, -0.1358], [0.0350, 0.0155, -0.0647], [-0.0065, -0.0195, 0.0602], [-0.0357, -0.0918, 0.2291], [0.0720, -0.0034, -0.1106], [-0.0149, 0.0457, 0.0287], [-0.0202, -0.0085, -0.0797], [0.0323, -0.0085, -0.1078], [-0.0206, 0.0146, 0.0280], [0.0084, 0.3475, 0.1980], [0.0963, -0.0738, -0.1144], [0.0396, -0.0303, 0.1013], [-0.0307, -0.0842, -0.1413], [-0.0385, -0.0581, -0.0580], [-0.0001, -0.0031, 0.0476], [-0.0899, -0.1946, -0.1967], [0.0645, 0.1315, 0.0157], [-0.0362, 0.0243, 0.0039], [0.0266, 0.0489, 0.0851], [0.0357, 0.0710, 0.0660], [-0.0613, 0.0330, -0.0301], [0.0047, -0.0502, 0.1566], [0.0930, 0.2127, -0.0217], [0.0168, -0.0226, -0.0115], [-0.0067, -0.0012, -0.0482], [-0.0099, 0.0064, -0.0414], [-0.0004, -0.0499, 0.0164], [-0.1679, 0.0013, 0.1388], [-0.0072, -0.0024, -0.1127], [0.0307, 0.0098, 0.0356], [0.0463, -0.0109, -0.0368], [0.0628, 0.0245, -0.0433], [0.0053, -0.0310, 0.0155], [-0.0479, 0.1429, -0.0551], [0.0412, -0.1225, -0.0176], [0.0164, 0.0103, 0.0232], [0.0152, -0.0409, 0.0245], [0.0096, -0.0428, 0.0187], [-0.0241, 0.0312, 0.0199], [-0.1675, 0.3087, -0.0563], [0.0935, -0.0751, 0.0127], [-0.0356, -0.0124, -0.0634], [0.0452, -0.0585, 0.0313], [0.1076, -0.0704, 0.0589], [-0.0948, -0.0244, 0.0375], [-0.1759, 0.2723, -0.0735], [0.0848, -0.0442, 0.0724], [0.0311, 0.0073, -0.0614], [0.0239, -0.0815, 0.0475], [0.0331, -0.0923, 0.0934], [-0.0714, -0.0455, -0.0635], [-0.0832, 0.1096, -0.0942], [-0.0788, -0.0341, 0.1424], [0.0232, -0.0012, -0.0131], [0.0301, -0.0388, 0.0250], [0.0314, -0.0302, 0.0302], [0.0143, 0.0354, -0.0296], [-0.1121, 0.1074, -0.0564], [0.0155, -0.1080, -0.0319], [0.0095, 0.0142, 0.0235], [0.0357, -0.0305, 0.0163], [0.0322, -0.0325, 0.0185], [-0.0074, 0.0324, 0.0066]]
}